C95H200F12N11O9S4 as an isolated structure in a non-equilibrium geometry. Source: the OMol25 dataset; level of theory: wB97M-V/def2-TZVPD.

## Properties
Total charge = +7
E_tot = -212458.6873 eV
Spin multiplicity = 1

Structure (XYZ):
```
331
Properties=species:S:1:pos:R:3:forces:R:3:lowdin_charge:R:1
C 2.9644 8.9928 -6.2876 0.7 1.9 0.0 -0.1005
C 3.8709 9.2721 -5.0772 -1.0 -0.7 1.0 -0.2061
C 3.5998 8.1278 -4.0344 1.0 0.1 0.1 -0.1711
C 4.3571 6.8624 -4.4502 -1.0 0.3 -1.5 -0.1206
N 3.5658 5.6335 -4.1264 0.2 0.1 1.0 -0.1915
C 3.1844 5.6254 -2.6336 -0.3 -2.7 -0.2 -0.0727
C 1.8364 4.8456 -2.6839 1.0 0.5 0.2 -0.1339
C 1.1444 5.6072 -3.8115 -0.6 -1.0 1.0 -0.1503
C 2.2264 5.6261 -4.8340 0.2 0.4 -0.8 -0.0965
C 4.4898 4.4224 -4.3954 -1.0 -0.7 -0.9 -0.0937
C 4.6698 3.9698 -5.8686 -0.3 0.1 1.0 -0.2117
C 5.7942 2.9476 -6.0232 -0.7 0.0 0.4 -0.0766
H 3.2388 8.1023 -6.8540 -0.1 0.1 0.0 0.0720
H 3.0210 9.8830 -6.9366 0.1 -0.6 -0.2 0.0971
H 1.9442 8.9894 -5.9670 -0.8 -0.4 0.1 0.0652
H 3.6443 10.2042 -4.5298 -0.1 -0.2 -0.8 0.1232
H 4.8889 9.3416 -5.4423 0.4 -0.2 0.4 0.1131
H 2.5010 7.9371 -4.0022 0.8 0.3 0.0 0.1024
H 3.9274 8.3207 -2.9921 -0.3 0.5 -0.6 0.1202
H 5.3216 6.7040 -4.0151 0.5 0.4 0.5 0.1319
H 4.5149 6.8757 -5.5512 -0.2 -0.2 0.6 0.1365
H 3.9665 5.0588 -2.1268 0.0 0.2 0.1 0.1262
H 3.0387 6.5527 -2.1375 0.2 1.1 -0.3 0.1142
H 2.1253 3.8217 -2.9895 -0.8 0.2 0.4 0.1091
H 1.2810 4.9162 -1.7416 0.3 -0.4 -0.2 0.1250
H 0.2273 5.0952 -4.1510 0.4 0.3 -0.1 0.1353
H 0.8793 6.5897 -3.4186 0.0 0.1 -0.3 0.1216
H 2.2179 4.7298 -5.4144 -0.2 -0.4 -0.6 0.1207
H 2.1442 6.5030 -5.4611 0.3 0.0 -0.4 0.1193
H 4.0890 3.5284 -3.9058 0.0 0.4 0.5 0.1299
H 5.4259 4.7188 -3.9589 0.4 -0.1 0.2 0.1232
H 4.8672 4.8186 -6.4870 0.2 0.5 -0.6 0.1062
H 3.7634 3.4880 -6.2089 -0.4 0.1 -0.2 0.1034
H 5.5779 1.9889 -5.5513 -0.5 -0.2 -0.2 0.0693
H 6.6362 3.2691 -5.4518 1.1 0.5 -0.3 0.0679
H 5.9571 2.8171 -7.0911 0.5 -0.1 0.2 0.0944
C 0.2215 -0.8390 -7.7509 0.7 -0.3 -0.1 -0.1001
C 0.9980 -1.8337 -8.6622 -0.6 1.2 -0.2 -0.2343
C 1.8290 -2.8983 -7.9278 -1.1 -0.8 -0.1 -0.1605
C 0.8733 -3.6104 -6.8923 0.3 0.3 -1.0 -0.1059
N 1.4114 -4.8247 -6.1622 -0.3 0.6 -2.8 -0.2452
C 2.8446 -4.6806 -5.8647 0.6 0.2 1.4 -0.1283
C 3.6354 -5.3796 -6.9692 -1.0 0.1 0.7 -0.1132
C 2.6958 -6.5983 -7.2245 1.8 -0.7 0.3 -0.1153
C 1.3072 -6.0334 -7.1605 0.1 0.8 0.3 -0.0325
C 0.6307 -5.0009 -4.9567 -2.6 -0.5 1.1 -0.1428
C -0.9360 -5.1329 -5.2046 0.9 0.6 0.8 -0.1814
C -1.6284 -5.4138 -3.8590 -0.7 -0.4 0.0 -0.0939
H -0.1369 0.0165 -8.3317 0.1 -0.2 0.1 0.0830
H 0.9055 -0.4884 -6.9763 0.0 0.3 0.0 0.0596
H -0.6235 -1.2695 -7.2056 -0.1 -0.2 -0.3 0.0521
H 1.6903 -1.2704 -9.2845 0.3 0.3 0.2 0.1108
H 0.2991 -2.1644 -9.4582 0.3 -0.8 0.8 0.1273
H 2.7111 -2.5074 -7.4057 -0.4 0.4 -0.2 0.1091
H 2.2216 -3.5290 -8.7489 -0.3 -0.2 0.7 0.1228
H -0.0188 -3.9772 -7.4476 0.4 0.6 0.6 0.1459
H 0.6082 -2.9041 -6.0901 0.0 -0.1 -0.5 0.1292
H 2.8733 -5.2182 -4.8916 1.0 0.3 -0.6 0.1424
H 3.0776 -3.6100 -5.7034 -0.1 -0.7 0.0 0.1390
H 4.6074 -5.6240 -6.5372 0.0 -0.2 -0.5 0.1233
H 3.7397 -4.6974 -7.8070 0.2 -0.2 -0.2 0.0979
H 2.9160 -7.2612 -6.3972 -0.3 -0.3 0.4 0.1178
H 2.9887 -7.2296 -8.0886 -0.7 0.8 0.1 0.1482
H 0.4756 -6.5793 -6.7386 0.3 -0.8 -0.4 0.1181
H 1.0572 -5.6307 -8.1400 -0.3 0.1 0.1 0.1384
H 0.8486 -4.2351 -4.1975 -0.1 0.3 -0.6 0.1309
H 0.9101 -5.9048 -4.4622 0.5 -1.0 0.0 0.1285
H -1.1503 -5.8956 -5.9740 -0.1 0.4 0.5 0.1188
H -1.3056 -4.1568 -5.5115 -0.1 -0.1 -0.5 0.0839
H -1.5085 -4.5896 -3.1469 0.4 -0.1 -0.1 0.0656
H -1.2818 -6.3475 -3.4147 0.2 0.1 0.1 0.0785
H -2.7308 -5.5370 -3.9240 0.6 0.0 -0.5 0.0793
C -4.9877 3.7107 1.2795 -2.3 0.5 -0.3 -0.0768
C -6.4120 3.1504 0.9712 0.1 0.8 0.0 -0.2165
C -7.1732 3.8320 -0.1948 0.5 0.2 0.8 -0.1632
C -7.6507 5.2242 0.1932 2.3 -0.4 0.7 -0.1673
N -8.2364 6.0179 -0.8548 -1.0 -1.1 -2.7 -0.2405
C -9.5126 5.3882 -1.3173 -0.5 -1.8 0.1 -0.1392
C -10.3546 6.4644 -1.9221 -1.0 1.0 0.0 -0.1170
C -10.1171 7.6611 -0.9043 -1.4 -1.8 0.1 -0.1014
C -8.7304 7.3519 -0.4053 2.9 2.5 0.8 -0.0973
C -7.3320 6.0000 -2.0930 -0.3 -0.2 -0.8 -0.1477
C -5.9516 6.5211 -1.8613 0.9 -0.8 0.3 -0.2262
C -5.1961 6.5140 -3.2284 -1.6 2.0 0.5 -0.0652
H -4.6319 3.0818 2.0706 0.8 0.0 0.4 0.0639
H -5.1064 4.7594 1.5880 0.3 -0.3 0.4 0.0719
H -4.3753 3.7393 0.4083 0.7 -0.4 -0.6 0.0562
H -6.9337 3.1331 1.9232 -0.6 0.5 0.0 0.1113
H -6.3787 2.1155 0.7474 0.4 -1.1 -0.5 0.0863
H -7.9891 3.2524 -0.5751 -0.7 -0.6 0.2 0.1100
H -6.4844 3.8477 -1.0203 0.5 0.3 -0.4 0.0947
H -6.7896 5.7873 0.5528 0.1 0.1 0.1 0.1273
H -8.3031 5.1588 1.0255 -1.0 0.0 0.7 0.1368
H -9.2893 4.5948 -2.0527 -0.1 0.2 0.6 0.1423
H -9.9224 4.9480 -0.3715 -0.2 0.3 -1.0 0.1649
H -10.0326 6.7357 -2.9522 0.0 -0.1 0.7 0.1256
H -11.4049 6.0981 -2.0473 0.8 0.6 0.4 0.1468
H -10.2322 8.6364 -1.3435 0.2 0.3 -0.3 0.1190
H -10.8154 7.6330 -0.0411 0.2 -0.2 -0.7 0.1360
H -8.0180 8.1178 -0.8661 -0.7 -1.0 1.0 0.1559
H -8.5829 7.3276 0.7153 -0.4 0.4 -1.3 0.1588
H -7.8700 6.5638 -2.8631 0.2 0.2 0.3 0.1406
H -7.2322 4.9693 -2.5501 -0.6 0.9 1.0 0.1470
H -5.4427 5.8668 -1.1008 -0.3 0.6 -0.7 0.1092
H -6.0086 7.5227 -1.4227 0.3 0.0 -0.3 0.1170
H -5.7645 7.2725 -3.8407 1.0 -0.6 0.3 0.1064
H -5.2345 5.6080 -3.8026 0.0 -0.7 0.1 0.0647
H -4.1797 6.8349 -3.0734 0.3 0.1 -0.2 0.0673
C -3.0118 0.6906 5.9697 0.3 0.4 0.4 -0.0970
C -3.3858 -0.1503 7.1716 -0.5 0.7 -0.1 -0.2609
C -2.4068 -0.0064 8.3163 0.4 -0.1 -0.2 -0.1997
C -2.9830 -0.8801 9.3983 0.5 -1.2 0.8 -0.1189
N -2.2884 -1.0803 10.7477 1.1 0.8 -0.1 -0.2482
C -2.8714 -2.2686 11.4871 1.5 -0.2 -1.3 -0.0907
C -4.2616 -1.8105 11.8069 0.8 -0.3 0.3 -0.1374
C -4.0704 -0.3623 12.2003 0.4 2.5 -0.4 -0.1085
C -2.6263 0.0674 11.6706 -0.7 -1.0 0.7 -0.0487
C -0.7993 -1.2553 10.5175 0.4 -0.2 -0.5 -0.1018
C -0.4407 -2.3986 9.5192 -0.7 0.8 0.4 -0.2275
C 1.0544 -2.4409 9.2785 0.1 0.9 1.4 -0.0777
H -3.0030 1.7817 6.1508 -0.3 -0.5 0.1 0.0898
H -3.6772 0.4632 5.1588 -0.2 0.1 -0.6 0.0678
H -2.0018 0.4427 5.7101 0.7 -0.2 -0.6 0.0547
H -3.4366 -1.2102 6.9047 -0.1 0.1 -0.1 0.1232
H -4.3766 0.1734 7.4924 -0.2 -0.3 0.1 0.1219
H -2.2513 1.0259 8.5621 -0.2 0.7 0.4 0.1200
H -1.4409 -0.3425 7.9339 0.1 -0.2 0.3 0.1074
H -2.8846 -1.8943 9.0079 -0.9 0.0 -0.1 0.1277
H -4.0168 -0.5893 9.6025 0.2 -0.2 -0.1 0.1392
H -2.2465 -2.4001 12.3662 0.0 0.1 0.2 0.1490
H -2.6357 -3.1261 10.8182 -1.0 0.3 0.6 0.1395
H -4.5992 -2.4121 12.6196 -0.8 -0.4 0.4 0.1300
H -4.8337 -1.9484 10.9266 -1.1 -0.1 -0.5 0.1051
H -4.1930 -0.1329 13.2489 0.6 -0.6 0.5 0.1199
H -4.7918 0.3974 11.8377 0.0 -0.9 -0.6 0.1281
H -1.8875 0.1000 12.5010 -0.4 0.1 -0.7 0.1511
H -2.6125 0.9538 11.0508 0.0 0.4 0.3 0.1229
H -0.3291 -1.5867 11.4553 -0.3 0.7 0.0 0.1460
H -0.3983 -0.2703 10.1589 -0.3 -0.9 0.5 0.1514
H -0.9484 -2.2150 8.5685 0.2 -0.2 0.0 0.0890
H -0.8454 -3.3289 9.9182 0.3 -0.1 0.0 0.1096
H 1.3625 -1.5073 8.8544 0.2 0.6 -0.7 0.0674
H 1.3176 -3.2404 8.6531 0.4 -1.0 -1.0 0.0589
H 1.6970 -2.4860 10.1700 -0.6 -0.4 0.1 0.1006
C -8.7402 -2.9077 -6.7087 0.9 0.7 0.6 -0.0790
C -7.9945 -1.8546 -5.8233 -1.0 -2.1 -0.1 -0.2245
C -6.6590 -2.4573 -5.3791 0.9 0.8 -0.3 -0.1907
C -5.9629 -1.4245 -4.4934 -0.1 -1.3 1.2 -0.1087
N -4.6640 -1.8483 -3.8008 -0.2 0.2 1.0 -0.1995
C -3.5273 -1.8427 -4.8096 0.2 0.2 0.8 -0.0797
C -3.1546 -0.3179 -4.9680 -0.2 -1.7 -0.8 -0.1216
C -3.5880 0.3489 -3.6657 -0.6 -0.4 0.6 -0.1430
C -4.2682 -0.7274 -2.7888 -0.6 -0.3 -0.2 -0.0730
C -4.8098 -3.1941 -3.0880 -0.4 0.9 -0.1 -0.1348
C -5.9036 -3.2487 -2.0137 -0.5 -1.2 -0.5 -0.1996
C -5.6903 -4.6134 -1.2750 -0.5 -0.3 -0.3 -0.0774
H -8.1766 -3.2650 -7.5733 0.0 0.4 0.0 0.0845
H -9.6871 -2.5076 -6.9799 -0.7 0.3 -0.6 0.0691
H -8.9564 -3.7688 -6.1163 -0.1 -0.7 0.5 0.0657
H -8.6886 -1.6640 -4.9687 0.8 0.1 -0.4 0.1270
H -7.8447 -0.9552 -6.3867 0.1 0.6 -0.2 0.1043
H -6.0516 -2.6935 -6.2717 -0.2 0.2 0.2 0.1269
H -6.7499 -3.3940 -4.8448 -0.5 -0.2 0.1 0.1039
H -6.6565 -1.2093 -3.6676 0.3 0.3 -0.3 0.1329
H -5.6790 -0.5523 -5.0252 -0.2 0.9 -0.5 0.1183
H -2.6966 -2.4272 -4.3866 -0.2 0.5 0.2 0.0984
H -3.8435 -2.4200 -5.6755 -0.2 0.5 -0.3 0.1279
H -2.0802 -0.2778 -5.0751 0.3 0.1 -0.1 0.0892
H -3.6064 0.0431 -5.9125 0.1 0.2 0.8 0.1272
H -2.7548 0.6983 -3.0793 0.4 0.4 -0.1 0.0869
H -4.2970 1.1630 -3.8345 0.2 0.0 0.0 0.1175
H -3.6524 -1.2105 -1.9983 -0.1 0.5 -0.9 0.1096
H -5.1591 -0.2847 -2.2821 0.4 -0.8 -0.5 0.1374
H -3.8695 -3.3731 -2.5625 0.2 -0.1 -0.5 0.1170
H -5.0098 -3.9226 -3.8783 0.3 -0.1 0.3 0.1287
H -6.9392 -3.1302 -2.4192 0.8 -0.6 0.0 0.1273
H -5.8360 -2.4222 -1.3486 0.5 0.7 0.8 0.0883
H -4.7661 -4.6908 -0.6748 -0.3 0.5 -0.3 0.0702
H -5.6488 -5.4373 -2.0060 0.1 0.3 0.0 0.0821
H -6.5200 -4.9182 -0.6260 0.1 0.5 -0.1 0.0819
C -1.4346 9.4542 5.7978 -0.2 -1.1 -1.3 -0.1050
C -0.1160 9.4555 6.5236 1.5 0.7 0.4 -0.2583
C 1.0530 8.8076 5.7534 0.3 -0.9 0.8 -0.1771
C 1.1458 7.2871 6.0943 -0.2 0.6 -0.6 -0.0949
N 1.9869 6.5241 5.0778 -1.1 -0.6 -0.9 -0.2378
C 1.3962 6.6257 3.6480 -0.9 -0.1 0.7 -0.0504
C 0.6556 5.2795 3.3685 2.3 -0.4 1.9 -0.0769
C 1.7057 4.3302 4.1021 -0.9 0.2 0.5 -0.1307
C 2.0395 5.0505 5.4298 0.3 0.2 -0.7 -0.0726
C 3.3384 7.0758 5.0683 1.6 0.7 1.3 -0.1773
C 4.4206 6.3775 4.2581 -0.1 1.4 -0.8 -0.2175
C 5.8014 6.9458 4.6566 -0.4 0.1 -0.9 -0.0646
H -1.3366 10.0372 4.8511 -0.2 -0.5 0.6 0.0897
H -2.2543 9.8839 6.3650 0.1 0.1 0.2 0.0770
H -1.7402 8.3736 5.5511 0.3 1.4 0.1 0.0893
H -0.1837 8.9360 7.4724 -0.2 0.0 0.4 0.1080
H 0.2675 10.4677 6.7690 -0.7 -0.4 -0.1 0.1315
H 2.0284 9.2103 6.0451 -0.4 0.4 0.1 0.1154
H 0.9426 9.0038 4.6848 0.0 -0.1 0.1 0.1044
H 0.1414 6.8615 6.1228 0.0 -0.2 -0.3 0.1291
H 1.5944 7.0659 7.0816 -0.1 0.4 -0.5 0.1528
H 2.2316 6.8412 2.9706 -0.4 -0.4 0.1 0.1289
H 0.7906 7.5165 3.7178 -0.4 -0.1 -0.5 0.1012
H 0.5779 5.0243 2.3265 -0.1 0.1 -0.4 0.1019
H -0.3005 5.1016 3.8905 0.3 0.7 -0.4 0.1199
H 2.6248 4.1753 3.5629 0.3 0.2 -0.5 0.0826
H 1.3127 3.3314 4.2572 -0.2 -0.1 0.2 0.1018
H 3.0866 4.9053 5.7349 -0.7 -0.5 0.3 0.1288
H 1.3462 4.9162 6.2608 0.1 -0.4 -0.2 0.1324
H 3.6894 7.0706 6.1218 -0.3 -0.1 -0.4 0.1600
H 3.2480 8.1262 4.8411 0.1 0.3 -0.5 0.1284
H 4.3024 6.5576 3.1620 -0.1 -0.2 0.7 0.1217
H 4.3596 5.3190 4.4163 0.4 -0.6 0.0 0.0875
H 5.8544 8.0564 4.6258 -0.1 -0.8 -0.3 0.1046
H 6.4993 6.4731 3.9694 0.3 0.5 0.0 0.0826
H 6.1123 6.6547 5.6322 0.0 -0.3 0.9 0.0712
C 7.0852 -3.4478 -7.2033 1.7 0.4 -1.3 -0.1051
C 6.9900 -2.4266 -6.1019 -0.6 0.2 -0.3 -0.2921
C 8.1031 -2.5625 -5.0798 0.7 2.3 -0.3 -0.1566
C 7.9076 -1.3567 -4.1159 0.7 0.6 -0.1 -0.1033
N 8.1321 -1.5296 -2.6052 -0.3 -1.2 0.1 -0.1935
C 9.6013 -1.7391 -2.3977 0.0 0.7 -0.4 -0.0711
C 10.1447 -0.3200 -2.1247 1.2 -0.4 -0.3 -0.1069
C 8.9989 0.6422 -2.2901 0.0 0.3 -0.5 -0.1713
C 7.8491 -0.2081 -1.9214 -1.6 -0.8 0.7 -0.1201
C 7.4399 -2.7809 -1.9835 -0.6 1.4 -0.8 -0.0998
C 5.9141 -2.8849 -2.1855 1.4 0.3 -0.6 -0.1868
C 5.5196 -4.3007 -1.6789 -0.7 1.0 -0.5 -0.0663
H 7.1894 -4.4510 -6.8088 -0.2 -0.3 0.0 0.0747
H 8.0185 -3.2705 -7.8312 -1.0 -0.2 0.9 0.1134
H 6.2881 -3.3636 -7.9327 -0.4 -0.2 0.1 0.0645
H 6.0132 -2.5123 -5.5984 0.2 -0.1 0.1 0.0926
H 6.9814 -1.4029 -6.5194 0.2 -0.3 0.0 0.1238
H 9.0985 -2.5728 -5.6184 -1.0 0.0 0.9 0.1557
H 7.9838 -3.4143 -4.4929 -0.1 -1.9 0.6 0.0857
H 6.9070 -0.9935 -4.2536 -0.7 0.0 0.3 0.1021
H 8.5274 -0.4883 -4.4204 -0.1 -0.8 0.2 0.1389
H 9.7214 -2.4061 -1.5621 0.2 -0.1 0.3 0.1325
H 9.9244 -2.2341 -3.3063 0.6 0.0 0.1 0.1307
H 10.4539 -0.2770 -1.0857 0.5 0.0 0.0 0.1283
H 10.9684 -0.0560 -2.8032 -0.1 -0.2 0.5 0.1386
H 9.0594 1.4628 -1.5995 0.2 0.5 0.1 0.1302
H 8.9429 1.0055 -3.3092 0.0 0.4 0.0 0.1075
H 7.8674 -0.3206 -0.8014 -0.3 -0.4 -1.3 0.1324
H 6.8465 0.0709 -2.2780 0.3 0.3 0.4 0.1285
H 7.6150 -2.7521 -0.9317 0.4 0.4 0.8 0.1158
H 8.0403 -3.5993 -2.3349 -0.2 -0.6 -0.5 0.1249
H 5.7388 -2.6665 -3.2671 -0.4 -0.7 0.7 0.0983
H 5.4702 -2.0398 -1.6501 -0.1 -0.5 0.1 0.0833
H 4.5656 -4.3339 -1.1669 -0.3 0.3 -0.1 0.0642
H 6.1983 -4.7265 -0.9664 0.7 0.0 0.3 0.0760
H 5.4678 -4.9592 -2.5252 0.0 -0.5 -0.4 0.0658
C -5.4698 -7.9480 4.1010 0.7 1.1 -1.4 -0.0637
C -4.5802 -7.0821 3.1001 0.2 -0.8 0.0 -0.2223
C -3.0454 -7.2293 3.3064 -0.3 1.3 -1.0 -0.2143
C -2.6696 -8.6657 3.1066 -0.3 0.0 -0.2 -0.1728
N -1.2197 -8.9631 3.0981 0.3 -0.5 -1.2 -0.2049
C -0.6795 -8.5605 1.7124 0.2 0.8 0.9 -0.0940
C 0.6413 -9.3179 1.5372 -1.5 -0.5 0.5 -0.1079
C 0.4381 -10.6167 2.3763 -1.0 0.6 0.5 -0.1088
C -0.9693 -10.4935 3.0216 -0.1 0.7 0.3 -0.0522
C -0.4461 -8.3314 4.3046 -0.7 0.0 -1.5 -0.0500
C -0.1119 -6.8236 4.1912 1.0 0.8 -1.3 -0.2423
C -0.0770 -6.1169 5.5504 0.0 -0.7 0.7 -0.0884
H -5.2809 -9.0337 4.0123 0.0 0.6 0.2 0.0788
H -6.5226 -7.7701 3.8894 0.0 -0.1 -0.1 0.0735
H -5.2880 -7.5449 5.0942 0.1 -0.4 0.2 0.0744
H -4.7205 -6.0109 3.1934 -0.7 0.1 0.4 0.0911
H -4.7775 -7.2772 2.0015 0.0 -0.2 1.2 0.1203
H -2.6680 -6.9343 4.3003 -0.6 0.1 -0.2 0.1121
H -2.6180 -6.4659 2.5998 0.0 -1.0 0.4 0.1146
H -3.2084 -9.1934 2.2862 0.8 0.6 0.2 0.1602
H -3.0673 -9.0700 3.9898 -0.4 -1.3 1.3 0.1125
H -0.6442 -7.4745 1.7225 0.5 0.1 -0.1 0.1074
H -1.4326 -8.7717 0.9527 0.0 -0.6 0.3 0.1394
H 1.4343 -8.7683 1.9942 0.7 0.5 -0.1 0.1001
H 0.8095 -9.4738 0.4859 0.3 -0.2 -0.3 0.1170
H 1.2092 -10.6518 3.1255 0.2 -0.2 0.4 0.1086
H 0.4540 -11.5498 1.8575 0.2 -0.4 -0.7 0.1172
H -1.1255 -10.9466 4.0178 0.3 0.3 -0.4 0.1530
H -1.7783 -10.8576 2.3685 0.5 0.0 0.1 0.1395
H 0.4413 -8.9356 4.3045 0.6 0.0 0.3 0.1171
H -0.9983 -8.5886 5.2056 -0.3 0.1 -0.1 0.1438
H -0.6399 -6.2093 3.4267 -0.6 -0.8 0.8 0.0908
H 0.8873 -6.7559 3.6912 -0.3 -0.2 0.8 0.1163
H 0.7139 -6.6013 6.1395 -0.2 0.3 0.1 0.0908
H -1.0078 -6.1983 6.1422 0.2 -0.3 -0.5 0.0835
H 0.1168 -5.0512 5.5351 0.3 0.1 -0.5 0.0549
C 2.0875 -3.1294 1.9808 0.6 0.2 0.5 0.0440
C 1.8880 -2.4386 3.2880 -0.9 0.9 0.5 -0.3759
O 1.2872 -2.7551 4.2662 0.4 -0.6 -0.4 0.1435
N 2.3388 -0.9672 3.2537 1.0 -1.1 1.8 0.0697
H 3.3459 -0.8256 2.8687 -0.7 0.1 -0.1 0.0817
H 1.6891 -0.5677 2.6103 -0.7 0.9 -1.0 0.0919
C 2.2380 -0.2373 4.6016 -0.6 0.4 -1.6 0.0322
H 1.5689 -2.5392 1.2368 -0.3 0.1 -0.4 0.0789
H 1.7305 -4.1603 1.9831 0.1 0.2 0.1 0.1022
H 3.1475 -3.0385 1.7207 -0.1 -0.3 -0.1 0.0685
H 1.2507 -0.4482 5.0334 0.6 -0.1 0.0 0.0908
H 2.2889 0.8202 4.2905 0.1 -0.4 0.5 0.0763
H 3.0806 -0.4911 5.2390 -0.2 -0.2 -0.1 0.1068
C 0.7180 0.3666 -2.9379 0.8 -1.9 0.2 -0.5687
F 1.8245 0.6981 -2.1959 -1.5 0.5 -1.4 0.0837
F -0.2533 1.2783 -2.9046 1.1 0.1 0.0 0.1376
F 1.1053 0.1350 -4.2425 -0.5 0.7 1.6 0.0875
S 0.0943 -1.2573 -2.2012 -1.3 1.9 -0.4 0.5245
O -1.2141 -1.3996 -2.7635 -0.8 -0.4 -0.8 -0.2942
O 1.0959 -2.1823 -2.5543 1.2 -1.2 -0.3 -0.2650
N 0.0250 -1.0026 -0.7010 0.8 0.0 2.0 -0.3019
S -0.8794 -0.4379 0.4511 -0.3 -0.3 -0.4 0.6089
O -0.0467 -0.0813 1.5844 -0.2 -0.7 -0.2 -0.3039
O -1.8507 0.5332 0.0516 -0.3 0.1 -0.3 -0.2856
C -1.9507 -1.9674 0.9696 1.7 2.9 0.9 -0.6585
F -2.6720 -2.3734 -0.0384 -0.3 -0.8 -0.3 0.1635
F -1.0910 -2.8696 1.4294 -0.4 -0.8 -0.2 0.1331
F -2.7412 -1.5662 1.9734 0.0 -0.4 -0.4 0.1400
C 6.2514 -2.2974 2.9120 -0.9 -2.6 -1.0 -0.6651
F 7.0906 -1.6516 3.6506 0.3 0.1 0.1 0.2258
F 6.7496 -3.4512 2.3721 0.9 1.2 0.0 0.1122
F 5.2435 -2.8003 3.6327 -0.9 1.0 0.8 0.1268
S 5.6723 -1.3206 1.4572 -1.0 0.4 1.5 0.6430
O 6.9009 -0.8286 0.9768 1.1 0.8 -0.7 -0.2594
O 4.9010 -2.1713 0.5948 -0.3 0.1 0.6 -0.2754
N 4.7033 -0.2151 2.2475 0.7 -1.0 -1.3 -0.2962
S 4.7980 1.3328 1.8872 4.1 -0.4 -0.5 0.5497
O 3.8611 2.0397 2.6425 -2.4 1.1 1.5 -0.2538
O 6.1483 1.8088 1.8194 -0.5 -0.1 0.1 -0.2402
C 4.2882 1.5036 0.1729 -1.1 -1.3 -1.2 -0.6529
F 5.1982 0.9480 -0.6522 -0.5 0.1 0.3 0.1154
F 3.1127 0.8230 0.0401 0.6 0.4 -0.2 0.0897
F 4.0889 2.7454 -0.2367 0.0 0.3 0.3 0.1554
```
Positions in Å, forces in eV/Å.